# 1
DFT (ωB97M-V/def2-TZVPD) results for a 2-piece molecular cluster, C4H8Cl2NO overall.

Structure (XYZ):
```
16
Properties=species:S:1:pos:R:3:forces:R:3:mulliken_charge:R:1
C -2.110 0.173 -0.179 -0.1 0.3 0.5 0.56
C 1.555 1.156 0.406 -0.2 0.6 0.0 -0.92
C -1.747 -0.715 0.741 -0.2 0.0 0.1 -0.53
C 1.879 -0.259 0.286 0.2 -0.1 -0.4 0.27
N 1.317 -1.017 -0.579 0.3 0.2 0.0 -0.20
O -1.800 0.059 -1.478 0.1 -0.1 -0.2 -0.47
Cl -2.935 1.628 0.308 0.2 -0.4 -0.2 -0.14
Cl -1.042 -2.233 0.336 -0.4 -0.4 0.0 -0.15
H 2.408 1.739 0.043 0.1 -0.1 0.0 0.35
H 0.672 1.435 -0.166 0.0 0.0 0.0 0.23
H 1.436 1.445 1.449 -0.1 -0.1 0.1 0.32
H -1.946 -0.580 1.790 -0.1 0.1 0.0 0.42
H 2.673 -0.664 0.907 -0.1 -0.2 -0.1 0.40
H -2.457 0.508 -2.028 0.1 0.0 0.0 0.34
H 0.544 -0.674 -1.155 0.2 -0.1 0.1 0.24
H 1.551 -2.000 -0.681 0.0 0.1 0.1 0.28
```
Forces are in eV/Å.

Values from the calculation:
- HOMO-LUMO gap (eV) = 8.2
- LUMO level (eV) = -4.586
- net charge = +1
- energy above the lowest of the compared OMol25 structures with the same formula, charge and spin (kcal/mol) = 0.00

=====

# 2
DFT (ωB97M-V/def2-TZVPD) results for C23H25NTi as an isolated structure.

Structure (XYZ):
```
50
Properties=species:S:1:pos:R:3:forces:R:3:mulliken_charge:R:1
Ti -0.416 -0.716 -0.029 0.1 -0.2 -0.2 0.82
C -0.970 -2.827 -0.668 0.0 0.0 0.1 0.24
C 0.020 -2.413 -1.617 0.1 0.0 0.0 1.03
C 1.226 -2.160 -0.910 -0.1 0.0 0.0 0.96
C 0.986 -2.425 0.480 0.0 0.0 0.0 0.28
C -0.359 -2.871 0.623 0.0 0.0 0.0 0.69
C -1.016 -3.327 1.888 0.0 0.0 0.0 -1.60
C 2.013 -2.339 1.568 0.0 0.0 0.0 -1.59
C 2.554 -1.809 -1.499 0.0 0.0 0.0 -1.65
C -0.186 -2.363 -3.097 0.0 0.0 0.0 -1.67
C -2.373 -3.241 -0.992 0.0 0.0 0.0 -1.50
H -0.909 -4.411 1.977 0.0 0.0 0.0 0.36
H -2.082 -3.106 1.900 0.0 0.0 0.0 0.38
H -0.563 -2.881 2.771 0.0 0.0 0.0 0.37
H 2.587 -3.268 1.596 0.0 0.0 0.0 0.37
H 1.560 -2.207 2.549 0.0 0.0 0.0 0.40
H 2.723 -1.529 1.402 0.0 0.0 0.0 0.33
H 3.126 -1.142 -0.855 0.0 0.0 0.0 0.36
H 2.459 -1.350 -2.480 0.0 0.0 0.0 0.35
H 3.142 -2.722 -1.621 0.0 0.0 0.0 0.38
H -0.242 -3.382 -3.487 0.0 0.0 0.0 0.39
H 0.636 -1.865 -3.606 0.0 0.0 0.0 0.36
H -1.121 -1.871 -3.371 0.0 0.0 0.0 0.42
H -2.397 -4.317 -1.181 0.0 0.0 0.0 0.37
H -2.751 -2.750 -1.887 0.0 0.0 0.0 0.36
H -3.060 -3.045 -0.170 0.0 0.0 0.0 0.37
N -1.176 0.566 0.956 0.0 0.1 0.0 -0.67
C -0.747 1.791 0.778 -0.1 0.0 0.1 0.51
C 0.195 1.794 -0.390 0.0 0.0 0.0 0.59
C -0.241 1.165 -1.582 0.0 0.0 0.0 -0.66
C 0.631 1.032 -2.666 0.0 0.0 0.0 -0.54
C 1.941 1.469 -2.553 0.0 0.0 0.0 -0.76
C 2.388 2.023 -1.359 0.0 0.0 0.0 -0.71
C 1.529 2.179 -0.275 0.0 0.0 0.0 -0.46
C -1.061 2.932 1.574 0.0 0.0 0.0 0.43
C -0.656 4.217 1.170 0.0 0.0 0.0 -0.20
C -0.991 5.311 1.940 0.0 0.0 0.0 -0.92
C -1.722 5.130 3.111 0.0 0.0 0.0 -0.33
C -2.133 3.860 3.518 0.0 0.0 0.0 -0.73
C -1.811 2.763 2.753 0.0 0.0 0.0 -0.45
H -1.308 0.966 -1.721 0.0 0.0 0.0 0.84
H 0.266 0.621 -3.597 0.0 0.0 0.0 0.64
H 2.616 1.387 -3.394 0.0 0.0 0.0 0.49
H 3.415 2.353 -1.270 0.0 0.0 0.0 0.48
H 1.886 2.623 0.646 0.0 0.0 0.0 0.65
H -0.105 4.355 0.249 0.0 0.0 0.0 0.48
H -0.694 6.304 1.634 0.0 0.0 0.0 0.43
H -1.982 5.990 3.714 0.0 0.0 0.0 0.43
H -2.703 3.742 4.429 0.0 0.0 0.0 0.44
H -2.123 1.769 3.047 0.0 0.0 0.0 0.45
```
Forces are in eV/Å.

Values from the calculation:
- HOMO-LUMO gap (eV) = 6.8
- LUMO level (eV) = -8.535
- net charge = +2

=====

# 3
DFT (ωB97M-V/def2-TZVPD) results for one molecule with the formula C18H26N6O4.

Structure (XYZ):
```
54
Properties=species:S:1:pos:R:3:forces:R:3:mulliken_charge:R:1
C 4.564 3.487 -1.343 0.0 0.0 0.0 -1.27
C 3.924 2.810 -0.178 0.0 0.0 0.0 0.45
N 4.606 2.556 0.926 0.0 0.0 0.0 -1.07
N 3.730 1.929 1.732 0.0 0.0 0.0 0.26
C 2.507 1.777 1.179 0.0 0.0 0.0 -0.19
C 1.377 1.080 1.858 0.0 0.0 0.0 -1.26
C 2.591 2.342 -0.073 -0.2 0.1 0.2 1.03
C 1.499 2.419 -1.093 0.2 -0.1 -0.1 -0.97
C 0.758 1.133 -1.440 0.1 0.1 -0.4 0.71
O -0.413 1.197 -1.790 -0.1 0.0 0.3 -0.70
N 1.400 -0.073 -1.368 0.0 0.0 0.0 0.20
C 2.848 -0.234 -1.491 0.0 0.0 0.0 -0.11
C 3.217 -1.009 -2.751 0.0 0.0 0.0 0.22
O 4.157 -0.702 -3.454 0.0 0.0 0.0 -0.68
N 2.385 -2.052 -2.987 0.0 0.0 0.0 -0.08
C 1.441 -2.452 -1.960 0.0 0.0 0.0 -1.07
C 0.567 -1.263 -1.587 0.0 0.0 0.0 0.08
C -0.206 -1.580 -0.301 0.0 0.0 0.0 -0.03
O 0.294 -2.253 0.590 0.0 0.0 0.0 -0.72
N -1.437 -1.047 -0.245 0.0 0.0 0.0 -0.02
C -2.336 -1.292 0.853 0.0 0.0 0.0 0.08
C -2.409 -0.133 1.839 0.0 0.0 0.0 -0.31
C -3.435 -0.467 2.907 0.0 0.0 0.0 -0.85
C -4.802 -0.642 2.275 0.0 0.0 0.0 -0.59
N -4.780 -1.543 1.128 0.0 0.0 0.0 0.06
C -6.083 -1.916 0.608 0.0 0.0 0.0 -1.09
C -3.706 -1.705 0.302 0.0 0.0 0.0 0.33
O -3.804 -2.205 -0.803 0.0 0.0 0.0 -0.68
H 4.132 4.473 -1.521 0.0 0.0 0.0 0.31
H 5.629 3.602 -1.153 0.0 0.0 0.0 0.36
H 4.443 2.903 -2.259 0.0 0.0 0.0 0.32
H 4.026 1.646 2.649 0.0 0.0 0.0 0.17
H 0.428 1.486 1.505 0.0 0.0 0.0 0.25
H 1.379 0.007 1.649 0.0 0.0 0.0 0.21
H 1.417 1.217 2.939 0.0 0.0 0.0 0.60
H 0.709 3.110 -0.795 0.0 0.0 0.0 0.38
H 1.900 2.815 -2.031 0.0 0.0 0.0 0.35
H 3.334 0.728 -1.569 0.0 0.0 0.0 -0.01
H 3.260 -0.746 -0.616 0.0 0.0 0.0 0.25
H 2.608 -2.661 -3.757 0.0 0.0 0.0 0.29
H 0.810 -3.250 -2.344 0.0 0.0 0.0 0.51
H 1.942 -2.833 -1.068 0.0 0.0 0.0 0.30
H -0.122 -1.045 -2.404 0.0 0.0 0.0 0.54
H -1.710 -0.427 -0.993 0.0 0.0 0.0 0.36
H -1.940 -2.167 1.377 0.0 0.0 0.0 0.24
H -1.420 0.026 2.271 0.0 0.0 0.0 0.05
H -2.689 0.785 1.312 0.0 0.0 0.0 0.33
H -3.143 -1.390 3.417 0.0 0.0 0.0 0.39
H -3.492 0.317 3.663 0.0 0.0 0.0 0.35
H -5.507 -1.050 3.002 0.0 0.0 0.0 0.41
H -5.194 0.334 1.962 0.0 0.0 0.0 0.31
H -5.975 -2.751 -0.077 0.0 0.0 0.0 0.34
H -6.727 -2.204 1.439 0.0 0.0 0.0 0.35
H -6.553 -1.088 0.069 0.0 0.0 0.0 0.34
```
Forces are in eV/Å.

Values from the calculation:
- HOMO-LUMO gap (eV) = 9.5
- LUMO level (eV) = 0.566
- net charge = 0
- energy above the lowest of the compared OMol25 structures with the same formula, charge and spin (kcal/mol) = 6.07
- SMILES = Cc1n[nH]c(C)c1CC(=O)N1CC(=O)NC[C@H]1C(=O)N[C@H]1CCCN(C)C1=O

=====

# 4
DFT (ωB97M-V/def2-TZVPD) results for one molecule with the formula C27H32N6O3 at a distorted geometry.

Structure (XYZ):
```
68
Properties=species:S:1:pos:R:3:forces:R:3:mulliken_charge:R:1
C -5.875 -0.865 -2.249 -0.1 0.2 0.4 -0.63
C -6.715 -0.601 -1.004 -0.1 -0.3 -0.3 -0.44
O -6.369 0.614 -0.361 0.0 0.3 0.1 -0.50
C -5.173 0.709 0.270 0.2 0.0 0.2 0.45
C -4.777 2.014 0.613 0.0 -0.2 -0.1 -0.74
C -3.574 2.254 1.227 0.0 -0.1 0.0 -0.87
C -2.719 1.190 1.522 -0.5 -0.6 -0.3 -0.14
N -1.476 1.390 2.065 0.3 0.3 0.2 0.17
C -0.527 0.419 2.278 -0.4 0.2 -0.1 0.21
O 0.576 0.727 2.706 0.4 -0.1 0.2 -0.74
C -0.956 -0.939 1.961 -0.3 -0.4 0.1 0.51
C 0.092 -2.008 2.084 -0.1 0.2 0.1 -1.78
N 0.996 -1.922 0.944 0.0 -0.2 0.1 0.78
C 0.430 -2.481 -0.272 0.2 -0.2 0.0 -0.82
C -0.594 -1.600 -0.884 -0.1 0.6 -0.5 0.34
N -1.796 -1.937 -1.300 0.5 -0.9 0.4 -0.63
N -2.342 -0.834 -1.795 -0.7 0.1 -0.5 -0.34
N -1.547 0.153 -1.713 0.2 1.1 -0.2 -0.82
N -0.421 -0.284 -1.149 -0.5 -1.6 0.2 0.93
C 0.739 0.524 -0.900 0.5 0.7 0.0 0.06
C 0.417 2.012 -1.004 0.1 -0.1 0.0 -0.47
C 1.644 2.821 -0.684 -0.1 0.0 -0.1 0.29
C 2.282 3.564 -1.668 0.0 0.0 0.0 -0.60
C 3.424 4.289 -1.376 0.1 0.1 0.0 -0.60
C 3.945 4.276 -0.094 0.1 0.1 0.0 -0.41
C 3.317 3.534 0.893 0.0 0.0 0.1 -0.94
C 2.174 2.812 0.602 0.0 0.0 0.0 0.08
C 2.348 -2.385 1.193 0.3 0.4 -0.3 -1.49
C 3.384 -1.545 0.428 0.0 -0.1 0.6 1.08
C 4.833 -1.931 0.795 -0.1 0.0 -0.2 -0.85
C 5.356 -2.612 -0.470 -0.2 0.1 -0.1 -0.63
C 4.532 -1.912 -1.546 0.4 0.0 -0.2 -0.59
O 3.250 -1.742 -0.979 -0.3 -0.1 0.0 -0.36
C -2.208 -1.180 1.512 0.4 0.1 0.3 0.11
C -3.124 -0.123 1.232 0.0 0.6 0.1 0.25
C -4.355 -0.352 0.608 -0.3 0.2 0.0 -0.04
H -6.005 -0.051 -2.958 0.0 0.1 -0.1 0.28
H -4.816 -0.939 -2.009 0.0 0.0 -0.1 0.10
H -6.198 -1.792 -2.715 0.0 -0.1 -0.1 0.35
H -7.765 -0.466 -1.277 0.1 -0.1 0.1 0.34
H -6.650 -1.442 -0.301 -0.1 0.1 0.0 0.30
H -5.441 2.826 0.360 -0.1 0.1 0.0 0.46
H -3.272 3.264 1.464 0.0 0.1 0.0 0.41
H -1.197 2.339 2.292 0.1 -0.2 0.0 0.28
H 0.670 -1.811 2.989 0.0 -0.1 -0.1 0.55
H -0.383 -3.000 2.161 0.0 0.1 0.0 0.22
H -0.031 -3.469 -0.106 0.1 0.1 -0.1 0.35
H 1.246 -2.587 -0.993 -0.1 -0.1 0.1 0.53
H 1.518 0.247 -1.620 0.0 0.1 0.1 0.51
H 1.102 0.272 0.099 0.0 0.0 -0.2 -0.51
H -0.387 2.248 -0.303 0.0 0.0 -0.1 0.07
H 0.057 2.239 -2.009 0.0 0.1 0.1 0.56
H 1.880 3.577 -2.671 -0.1 0.0 -0.1 0.38
H 3.908 4.865 -2.152 0.0 0.0 -0.1 0.39
H 4.837 4.841 0.135 0.1 0.0 0.0 0.38
H 3.719 3.519 1.896 0.0 0.0 0.1 0.43
H 1.697 2.235 1.382 -0.1 -0.1 0.1 0.47
H 2.565 -2.261 2.255 0.0 0.0 0.0 0.42
H 2.476 -3.447 0.930 0.1 0.0 0.1 0.20
H 3.195 -0.487 0.655 0.0 -0.1 0.0 -0.10
H 5.414 -1.035 1.013 0.0 0.0 0.1 0.39
H 4.867 -2.586 1.662 0.0 0.0 0.1 0.37
H 5.122 -3.677 -0.456 0.0 0.0 0.0 0.26
H 6.426 -2.484 -0.612 0.1 0.0 0.0 0.40
H 4.970 -0.932 -1.789 0.0 -0.1 0.0 0.28
H 4.416 -2.490 -2.464 0.0 0.1 0.0 0.36
H -2.520 -2.192 1.291 0.0 -0.1 0.0 0.40
H -4.613 -1.370 0.368 -0.1 -0.1 -0.1 0.37
```
Forces are in eV/Å.

Values from the calculation:
- HOMO-LUMO gap (eV) = 8.2
- LUMO level (eV) = 0.342
- net charge = 0
- energy above the lowest of the compared OMol25 structures with the same formula, charge and spin (kcal/mol) = 46.01
- SMILES = CCOc1ccc2[nH]c(=O)c(CN(Cc3nnnn3CCc3ccccc3)C[C@H]3CCCO3)cc2c1

=====

Question: The lowest LUMO level belongs to which entry?
Answer: C23H25NTi